No. 1
{"formula": "C38H44F6N2P", "method": "ωB97M-V/def2-TZVPD", "species": ["C", "C", "C", "H", "C", "H", "H", "H", "F", "C", "H", "C", "H", "C", "H", "C", "C", "C", "F", "C", "C", "H", "C", "H", "H", "C", "H", "C", "F", "H", "H", "H", "H", "H", "H", "H", "C", "N", "H", "H", "F", "C", "H", "C", "C", "H", "H", "C", "C", "H", "H", "H", "H", "H", "H", "N", "H", "H", "P", "C", "C", "H", "H", "H", "H", "H", "C", "C", "C", "H", "H", "C", "C", "F", "H", "H", "C", "H", "C", "C", "C", "H", "C", "C", "C", "H", "C", "F", "H", "C", "C"], "positions_angstrom": [[3.88766, 0.32305, 5.33263], [-5.82243, 2.25056, 9.56825], [5.72964, 6.40159, 4.85568], [-0.03125, 2.91464, 11.01253], [-3.12367, 1.98389, 10.18590], [2.36339, 1.53436, 3.46790], [-2.95006, 4.10105, 9.88113], [7.36482, 3.57765, 2.74163], [8.47516, 1.75068, 7.03649], [-0.21291, 2.79917, 3.17100], [-5.95278, 0.12484, 9.98174], [5.14464, 0.84620, 5.11993], [0.93287, -0.10757, 1.43215], [2.06097, -1.53961, 2.57307], [-2.73150, -2.58824, 3.84000], [6.48575, 4.09678, 4.65056], [-0.29936, 2.64803, 8.50017], [-4.98759, 3.37349, 9.53698], [-2.19356, 1.35344, 12.91182], [8.87734, 2.23455, 5.80936], [2.40599, 1.00367, 2.50780], [0.95124, 3.18273, 6.83544], [4.61156, 2.67491, 6.59768], [2.22108, 1.73150, 1.70587], [8.14305, 2.24644, 3.81196], [-0.96120, 1.86952, 12.58380], [-1.97871, -0.30018, 8.81588], [-1.05427, 2.68389, 11.31976], [9.10765, 3.57911, 5.96786], [0.78410, 2.95462, 2.74549], [-0.34118, -2.30591, 3.48641], [-0.36101, -1.74796, 1.07880], [-2.67443, 1.43356, 3.92847], [-0.61479, -0.81498, 6.76485], [-0.84347, 3.63698, 2.84779], [1.42450, -2.33474, 2.16613], [-2.37449, 1.52466, 2.87425], [6.60615, 2.79700, 5.18030], [5.19690, 7.15389, 5.43789], [2.73527, 2.64001, 7.55014], [-0.49943, 2.56028, 13.66086], [1.52195, 0.60128, 5.97021], [5.58948, 4.94789, 6.42378], [7.78255, 1.98946, 4.80855], [-1.28181, -1.64622, 1.66742], [7.28526, 5.87996, 1.85508], [3.43119, 0.63223, 2.39141], [-1.06501, 1.62851, 9.08674], [5.89570, 5.13188, 5.39950], [-3.03994, -0.84932, 3.71825], [-2.07416, -1.49655, 5.08015], [-5.35730, 4.35110, 9.22589], [-2.73156, 2.49922, 2.51034], [-6.87788, 2.35919, 9.31860], [2.28786, -1.78957, 3.61874], [-1.71926, 1.83200, 10.30771], [4.94258, 3.51258, 7.20677], [3.65391, -0.67087, 4.95448], [-0.01056, 0.05393, 3.60476], [2.87931, 1.05044, 6.03484], [-1.00694, -1.48412, 3.16718], [-1.86606, -2.56621, 1.52246], [-3.47619, -0.11518, 10.40320], [-1.64874, 3.58001, 11.52429], [-0.27330, 3.62490, 8.98482], [1.38702, -0.39861, 5.52459], [-0.85065, 1.48139, 2.71146], [-1.27664, 0.41916, 8.39981], [0.39772, 2.38756, 7.33523], [5.85849, 0.30341, 4.50302], [7.54930, 0.92966, 4.89941], [-3.64608, 3.25414, 9.89904], [0.47143, 1.06146, 6.83309], [-0.12875, 0.79358, 12.37262], [-0.13047, 2.84944, 4.26591], [-0.61146, 1.33177, 1.64361], [-3.94624, 0.84975, 10.19620], [6.19961, 7.70247, 3.19410], [5.47782, 2.11987, 5.63708], [-5.30632, 0.99921, 9.92994], [-2.28814, -1.59591, 4.00659], [-1.87502, -0.80938, 1.27304], [3.34744, 2.16226, 6.79258], [6.25716, 6.68946, 3.59105], [6.87363, 5.67723, 2.84607], [-2.88527, 0.75167, 2.28679], [1.40613, -0.16058, 2.42702], [10.05926, 1.63723, 5.49222], [3.00446, -1.54738, 2.01307], [-0.52979, 0.14584, 7.27218], [6.95636, 4.38202, 3.35421]], "atomic_forces_ev_per_a": [[0.1, 0.2, 0.0], [0.2, 0.0, 0.2], [0.3, -0.2, -0.4], [-0.2, 0.2, 0.1], [-1.4, -0.1, -0.4], [0.0, -0.1, -0.3], [-0.5, -0.2, -0.1], [-0.1, 0.4, 0.1], [0.6, 0.4, -1.1], [0.0, 0.2, 0.0], [0.1, 0.2, -0.1], [-0.2, -0.3, 0.2], [0.3, -0.2, 0.2], [0.1, 0.0, -0.1], [0.1, 0.2, 0.1], [0.0, 1.7, -0.3], [0.1, -0.2, -0.2], [0.2, 0.0, 0.2], [1.3, 0.6, -0.1], [0.8, 0.8, 1.5], [0.2, 0.2, 0.0], [-0.2, -0.2, 0.2], [-0.3, 0.1, 0.2], [0.1, -0.2, 0.3], [0.0, -0.3, 0.2], [-0.3, -1.4, 0.9], [0.2, 0.1, -0.2], [-0.5, -0.3, -0.5], [0.0, -1.4, -0.1], [-0.3, 0.0, 0.2], [-0.2, 0.2, -0.1], [-0.3, 0.1, 0.1], [0.0, 0.0, -0.3], [0.0, 0.2, 0.2], [0.2, -0.1, 0.1], [0.2, 0.2, 0.2], [0.0, 0.2, 0.0], [0.3, -1.6, 0.2], [0.3, -0.1, -0.2], [0.1, -0.2, -0.2], [-0.4, -0.5, -1.1], [0.7, -1.2, 1.6], [0.1, 0.2, -0.4], [-0.4, 0.3, -0.1], [-0.2, -0.2, 0.1], [-0.2, 0.0, 0.3], [-0.1, 0.1, 0.0], [-0.2, 0.1, -0.1], [0.2, -0.3, -0.2], [0.3, -0.2, 0.2], [-0.1, 0.0, -0.3], [-0.1, -0.3, 0.2], [0.0, -0.3, 0.1], [0.3, -0.1, 0.1], [0.0, 0.0, -0.2], [1.2, 0.6, 0.7], [-0.2, -0.5, -0.2], [-0.1, 0.3, -0.2], [-0.6, 0.2, -1.3], [-0.1, 0.0, -0.2], [0.2, 0.2, 0.1], [0.1, 0.2, -0.1], [-0.4, 0.3, 0.1], [0.3, 0.0, 0.0], [0.0, -0.2, -0.4], [0.2, 0.7, 0.6], [0.1, -0.3, -0.1], [0.2, 0.0, -0.2], [0.6, -0.3, 0.4], [-0.4, 0.1, 0.1], [0.2, 0.2, -0.3], [0.1, -0.6, -0.3], [-0.7, 0.6, -0.5], [-0.7, 1.0, 0.4], [-0.1, 0.0, -0.2], [-0.2, 0.1, 0.3], [0.2, 0.6, 0.1], [0.0, -0.3, 0.1], [0.1, -0.1, -0.4], [0.0, 0.1, -0.2], [-0.1, -0.2, -0.1], [0.2, -0.3, 0.0], [0.2, 0.3, -0.3], [0.0, -0.1, 0.1], [-0.1, 0.0, 0.2], [0.2, 0.2, 0.3], [-0.2, -0.1, -0.4], [-1.3, 0.5, 0.2], [-0.1, -0.1, 0.1], [0.6, 0.1, 0.1], [-0.3, -0.1, 0.4]], "lowdin_charge": [-0.007, -0.073, -0.064, 0.138, -0.246, 0.047, 0.117, 0.108, 0.112, -0.118, 0.110, 0.020, 0.093, -0.115, 0.085, -0.205, 0.011, -0.067, 0.121, -0.523, -0.116, 0.121, 0.018, 0.083, 0.128, -0.531, 0.117, -0.032, 0.128, 0.055, 0.097, 0.065, 0.082, 0.112, 0.081, 0.067, -0.117, -0.005, 0.111, 0.109, 0.134, 0.014, 0.090, -0.025, -0.103, 0.113, 0.073, -0.185, -0.017, 0.060, 0.056, 0.110, 0.081, 0.108, 0.061, -0.044, 0.111, 0.116, 1.120, -0.192, -0.538, 0.089, 0.119, 0.138, 0.126, 0.071, -0.528, 0.035, -0.021, 0.118, 0.125, -0.014, -0.231, 0.110, 0.063, 0.107, -0.020, 0.108, -0.153, -0.062, -0.117, 0.072, 0.023, -0.075, -0.065, 0.061, -0.546, 0.138, 0.085, 0.006, -0.015], "max_force_ev_per_a": 2.136, "total_energy_ev": -68686.9921, "charge": 1, "orbital_gap_ha": 0.215}



No. 2
{"formula": "C2H7NO2", "method": "ωB97M-V/def2-TZVPD", "species": ["O", "H", "N", "H", "H", "C", "O", "H", "C", "H", "H", "H"], "positions_angstrom": [[0.45392, 0.21151, 1.69001], [1.08317, 0.48481, -1.07384], [0.14195, 0.52164, -1.51810], [-1.59519, -0.64036, -1.93573], [-0.45594, 1.16935, -0.98441], [0.44089, 1.40273, 1.87427], [-0.49924, -1.50898, -0.37471], [0.89097, 1.89466, 2.82831], [-0.51570, -0.74999, -1.56183], [-0.04404, 2.22906, 1.31998], [0.12428, -1.30902, -2.30133], [-0.18552, -1.01665, 0.37670]], "atomic_forces_ev_per_a": [[0.0, 1.3, -0.2], [-1.1, -0.2, -0.5], [-0.3, 1.2, 1.1], [1.6, 0.0, 0.4], [0.7, -0.2, -0.3], [0.5, 0.7, 2.4], [-0.6, -0.8, -0.4], [-0.2, -1.1, -1.1], [0.6, -0.8, -1.3], [-0.2, -0.8, -0.9], [-1.1, 0.0, 0.4], [0.2, 0.7, 0.3]], "lowdin_charge": [-0.006, 0.087, -0.009, 0.133, 0.060, -0.117, -0.080, 0.103, -0.380, 0.081, 0.115, 0.012], "max_force_ev_per_a": 2.507, "total_energy_ev": -7771.0413, "smiles": "C=O.NCO", "charge": 0, "relative_energy_ev": 2.484, "orbital_gap_ha": 0.353}



Copy entry 2 word for word.
{"formula": "C2H7NO2", "method": "ωB97M-V/def2-TZVPD", "species": ["O", "H", "N", "H", "H", "C", "O", "H", "C", "H", "H", "H"], "positions_angstrom": [[0.45392, 0.21151, 1.69001], [1.08317, 0.48481, -1.07384], [0.14195, 0.52164, -1.51810], [-1.59519, -0.64036, -1.93573], [-0.45594, 1.16935, -0.98441], [0.44089, 1.40273, 1.87427], [-0.49924, -1.50898, -0.37471], [0.89097, 1.89466, 2.82831], [-0.51570, -0.74999, -1.56183], [-0.04404, 2.22906, 1.31998], [0.12428, -1.30902, -2.30133], [-0.18552, -1.01665, 0.37670]], "atomic_forces_ev_per_a": [[0.0, 1.3, -0.2], [-1.1, -0.2, -0.5], [-0.3, 1.2, 1.1], [1.6, 0.0, 0.4], [0.7, -0.2, -0.3], [0.5, 0.7, 2.4], [-0.6, -0.8, -0.4], [-0.2, -1.1, -1.1], [0.6, -0.8, -1.3], [-0.2, -0.8, -0.9], [-1.1, 0.0, 0.4], [0.2, 0.7, 0.3]], "lowdin_charge": [-0.006, 0.087, -0.009, 0.133, 0.060, -0.117, -0.080, 0.103, -0.380, 0.081, 0.115, 0.012], "max_force_ev_per_a": 2.507, "total_energy_ev": -7771.0413, "smiles": "C=O.NCO", "charge": 0, "relative_energy_ev": 2.484, "orbital_gap_ha": 0.353}



Repeat the second record exactly.
{"formula": "C2H7NO2", "method": "ωB97M-V/def2-TZVPD", "species": ["O", "H", "N", "H", "H", "C", "O", "H", "C", "H", "H", "H"], "positions_angstrom": [[0.45392, 0.21151, 1.69001], [1.08317, 0.48481, -1.07384], [0.14195, 0.52164, -1.51810], [-1.59519, -0.64036, -1.93573], [-0.45594, 1.16935, -0.98441], [0.44089, 1.40273, 1.87427], [-0.49924, -1.50898, -0.37471], [0.89097, 1.89466, 2.82831], [-0.51570, -0.74999, -1.56183], [-0.04404, 2.22906, 1.31998], [0.12428, -1.30902, -2.30133], [-0.18552, -1.01665, 0.37670]], "atomic_forces_ev_per_a": [[0.0, 1.3, -0.2], [-1.1, -0.2, -0.5], [-0.3, 1.2, 1.1], [1.6, 0.0, 0.4], [0.7, -0.2, -0.3], [0.5, 0.7, 2.4], [-0.6, -0.8, -0.4], [-0.2, -1.1, -1.1], [0.6, -0.8, -1.3], [-0.2, -0.8, -0.9], [-1.1, 0.0, 0.4], [0.2, 0.7, 0.3]], "lowdin_charge": [-0.006, 0.087, -0.009, 0.133, 0.060, -0.117, -0.080, 0.103, -0.380, 0.081, 0.115, 0.012], "max_force_ev_per_a": 2.507, "total_energy_ev": -7771.0413, "smiles": "C=O.NCO", "charge": 0, "relative_energy_ev": 2.484, "orbital_gap_ha": 0.353}